6 unconnected molecules or ions with the total composition C29H64NO8P in a non-equilibrium geometry. Source: the Open Molecules 2025 dataset; level of theory: the ωB97M-V functional and the def2-TZVPD basis.

Each line ends with the Löwdin charge.
Geometry (Å):
C (3.7469, 0.6847, -2.9720)  -0.107
C (5.1390, 1.2847, -3.5023)  -0.211
C (6.0339, 2.0056, -2.3862)  -0.216
N (7.0237, 1.1140, -1.7038)  -0.021
C (6.3819, -0.0328, -1.0536)  -0.127
C (5.5734, 0.0151, 0.1187)  -0.204
P (5.0562, 1.4150, 1.2695)  0.901
C (6.5222, 2.5066, 1.7521)  -0.322
C (3.5878, 2.4049, 0.6151)  -0.322
C (5.1289, -1.4889, 0.3992)  -0.353
O (4.1216, -1.7806, 1.0884)  0.076
O (6.0272, -2.3551, -0.2945)  0.072
C (6.4168, -1.5777, -1.4590)  -0.277
O (6.7369, -2.1507, -2.5158)  0.112
H (3.0287, 0.4298, -3.8426)  0.076
H (3.2085, 1.3275, -2.1994)  0.064
H (3.9722, -0.3297, -2.4703)  0.067
H (5.7357, 0.4996, -4.0891)  0.120
H (4.8630, 2.1061, -4.2710)  0.111
H (5.4191, 2.5208, -1.5702)  0.085
H (6.6172, 2.8474, -2.9219)  0.126
H (7.6325, 1.6427, -1.0663)  0.105
H (6.1445, 3.2890, 2.4895)  0.047
H (7.1290, 2.9237, 0.8789)  0.026
H (7.2498, 1.8301, 2.3462)  0.053
H (3.8019, 3.0650, -0.2918)  0.025
H (3.2802, 3.1290, 1.4654)  0.041
H (2.6525, 1.7589, 0.4260)  0.062
C (-0.0760, 6.4981, 3.4801)  -0.082
C (-0.1097, 5.4672, 2.3644)  -0.280
O (0.8449, 4.4263, 2.5239)  -0.178
C (0.7287, 3.6369, 3.7019)  -0.279
C (-0.6039, 2.9180, 3.8214)  -0.076
H (0.9206, 6.9446, 3.5581)  0.082
H (-0.8031, 7.2914, 3.2880)  0.077
H (-0.3120, 6.0572, 4.4501)  0.065
H (0.1266, 5.9638, 1.4199)  0.117
H (-1.1131, 5.0460, 2.2482)  0.106
H (0.9272, 4.2497, 4.5876)  0.106
H (1.5287, 2.8919, 3.6580)  0.113
H (-1.4419, 3.6157, 3.8768)  0.066
H (-0.6226, 2.2996, 4.7219)  0.077
H (-0.7706, 2.2755, 2.9526)  0.085
C (-2.1626, -2.8469, 3.8760)  -0.082
C (-1.4922, -1.5900, 4.4047)  -0.280
O (-2.3991, -0.5239, 4.6526)  -0.172
C (-3.4230, -0.7745, 5.6071)  -0.276
C (-2.8936, -1.1192, 6.9884)  -0.076
H (-2.7091, -2.6291, 2.9527)  0.083
H (-1.4164, -3.6186, 3.6695)  0.078
H (-2.8791, -3.2580, 4.5893)  0.063
H (-0.7840, -1.2278, 3.6553)  0.118
H (-0.9061, -1.8052, 5.3037)  0.105
H (-4.0998, -1.5527, 5.2388)  0.105
H (-4.0164, 0.1417, 5.6752)  0.118
H (-2.2970, -2.0337, 6.9816)  0.066
H (-3.7213, -1.2641, 7.6873)  0.069
H (-2.2546, -0.3150, 7.3642)  0.081
C (1.3743, -0.8971, -8.3140)  -0.075
C (1.7737, -0.3871, -6.9398)  -0.284
O (2.1413, 0.9861, -6.9285)  -0.171
C (1.1428, 1.9092, -7.3436)  -0.278
C (-0.1128, 1.8690, -6.4895)  -0.079
H (2.1892, -0.7461, -9.0295)  0.085
H (1.1370, -1.9635, -8.2708)  0.075
H (0.4980, -0.3762, -8.7038)  0.058
H (2.6483, -0.9465, -6.5978)  0.117
H (0.9830, -0.5732, -6.2057)  0.104
H (0.9049, 1.7573, -8.4016)  0.106
H (1.5890, 2.9050, -7.2688)  0.117
H (-0.6060, 0.8959, -6.5325)  0.062
H (-0.8276, 2.6222, -6.8294)  0.077
H (0.1315, 2.0658, -5.4417)  0.080
C (-3.9317, -1.2432, -11.4810)  -0.081
C (-2.4397, -1.2969, -11.1986)  -0.279
O (-2.1177, -1.1700, -9.8199)  -0.174
C (-2.6501, -2.1626, -8.9526)  -0.279
C (-2.1983, -3.5721, -9.2946)  -0.078
H (-4.3584, -0.3076, -11.1056)  0.083
H (-4.1185, -1.3088, -12.5561)  0.078
H (-4.4680, -2.0623, -10.9988)  0.064
H (-1.9551, -0.4610, -11.7091)  0.118
H (-1.9941, -2.2085, -11.6089)  0.106
H (-3.7427, -2.0941, -8.9263)  0.106
H (-2.3023, -1.9152, -7.9454)  0.116
H (-2.5254, -3.8764, -10.2908)  0.066
H (-2.6058, -4.2864, -8.5753)  0.079
H (-1.1069, -3.6388, -9.2743)  0.076
C (-4.4279, -2.4669, 11.7976)  -0.081
C (-5.6404, -2.1835, 10.9266)  -0.279
O (-5.5343, -2.7188, 9.6141)  -0.173
C (-5.3848, -4.1293, 9.5170)  -0.281
C (-6.5410, -4.9049, 10.1247)  -0.082
H (-3.5204, -2.0719, 11.3296)  0.082
H (-4.5479, -2.0029, 12.7801)  0.078
H (-4.2763, -3.5368, 11.9503)  0.065
H (-5.7467, -1.1018, 10.8135)  0.118
H (-6.5597, -2.5350, 11.4055)  0.105
H (-4.4295, -4.4385, 9.9541)  0.106
H (-5.3248, -4.3634, 8.4503)  0.118
H (-6.6440, -4.7145, 11.1948)  0.065
H (-6.3914, -5.9785, 9.9882)  0.078
H (-7.4837, -4.6197, 9.6496)  0.083

2S+1: 1
SMILES: CCCNC1=C(P(C)C)C(=O)OC1=O.CCOCC.CCOCC.CCOCC.CCOCC.CCOCC
LUMO energy: -0.81 eV